A cluster of 3 separate species, C22H43BN4O7PS in total at a distorted geometry. Source: the OMol25 dataset; level of theory: ωB97M-V/def2-TZVPD.

Structure (XYZ):
```
79
Properties=species:S:1:pos:R:3:mulliken_charge:R:1
C 1.192 1.164 3.987 -0.928
C 0.991 0.543 2.801 -0.421
C 2.185 0.335 1.897 0.425
C 2.380 1.486 0.883 -0.573
N 1.185 2.376 0.893 -0.115
C 1.140 3.148 -0.237 -0.351
N -0.038 3.498 -0.680 0.946
O -0.108 4.272 -1.824 -0.291
B -0.537 5.577 -1.417 0.545
O 0.199 6.303 -0.503 -0.487
O -1.705 6.086 -1.903 -0.604
P -1.526 2.977 0.146 0.430
O -1.446 1.408 0.172 -0.330
O -2.739 3.311 -0.815 -0.484
S -1.745 3.823 1.842 -0.279
N 2.301 3.504 -0.932 -0.114
C 3.046 2.285 -1.333 -1.090
N 3.071 2.101 -2.782 -0.460
C 2.544 1.049 -0.573 1.622
C 3.491 -0.159 -0.784 -1.571
C 2.821 -1.328 -1.592 0.090
C 2.407 -2.553 -0.732 -1.504
C 0.924 -2.634 -0.356 0.346
C 0.566 -2.656 0.968 -0.291
C -0.737 -2.695 1.411 -1.087
C -1.738 -2.716 0.478 -0.607
C -1.408 -2.738 -0.855 -0.921
C -0.114 -2.698 -1.286 0.360
H 0.599 2.003 4.347 0.282
H 2.029 0.831 4.604 0.303
H 0.003 0.165 2.534 0.451
H 2.173 -0.642 1.407 -0.787
H 3.063 0.334 2.557 0.446
H 3.261 2.086 1.157 0.263
H 1.181 2.996 1.707 0.333
H -0.302 6.295 0.329 0.337
H -1.554 6.897 -2.406 0.318
H -1.552 1.057 -0.738 0.201
H -3.099 4.162 -0.509 0.389
H 2.856 4.034 -0.264 0.392
H 4.081 2.435 -0.978 0.572
H 3.303 3.015 -3.171 0.309
H 3.895 1.546 -3.003 0.329
H 1.589 0.742 -1.026 -0.333
H 4.343 0.182 -1.384 0.614
H 3.904 -0.548 0.148 0.624
H 3.573 -1.680 -2.305 0.519
H 1.977 -0.976 -2.192 -0.248
H 2.604 -3.449 -1.331 0.461
H 3.017 -2.633 0.172 0.421
H 1.377 -2.618 1.695 0.401
H -0.923 -2.680 2.473 0.725
H -2.764 -2.721 0.829 0.481
H -2.235 -2.772 -1.560 0.382
H 0.070 -2.724 -2.356 0.590
C -4.591 -3.520 4.033 -1.244
C -3.510 -4.575 3.857 0.388
C -3.494 -5.550 5.024 -1.381
O -2.232 -3.942 3.739 -0.437
H -4.413 -2.933 4.939 0.340
H -4.587 -2.823 3.193 0.280
H -5.580 -3.974 4.103 0.391
H -3.677 -5.120 2.927 0.267
H -3.282 -5.027 5.960 0.361
H -2.710 -6.296 4.888 0.333
H -4.451 -6.064 5.123 0.385
H -2.069 -3.457 4.556 0.310
C 0.246 -0.355 -4.826 -1.372
C -0.755 -0.092 -3.710 0.421
C -1.909 0.759 -4.217 -1.516
O -0.102 0.530 -2.613 0.072
H 0.671 0.584 -5.192 0.360
H 1.077 -0.961 -4.462 0.261
H -0.224 -0.873 -5.662 0.454
H -1.137 -1.039 -3.328 0.093
H -1.548 1.731 -4.566 0.352
H -2.626 0.953 -3.415 0.318
H -2.433 0.268 -5.036 0.428
H 0.261 1.371 -2.923 0.103
```

Computed properties:
HOMO energy	-0.405	hartree
charge	+1
2S+1	1
E_LUMO	-3.6876	eV

A structure of composition C22H43BNNaO12 at a distorted geometry. Source: the OMol25 dataset; level of theory: ωB97M-V/def2-TZVPD.

Structure (XYZ):
```
80
Properties=species:S:1:pos:R:3:mulliken_charge:R:1
Na 0.552 1.104 0.500 0.629
O 1.947 -1.223 -7.904 -0.579
C 2.185 -1.446 -6.753 0.587
O 1.686 -0.810 -5.713 -0.497
B 2.543 -1.094 -4.546 0.990
O 3.299 -2.284 -4.916 -0.529
C 3.178 -2.499 -6.223 0.591
O 3.713 -3.356 -6.854 -0.564
O 1.748 -1.274 -3.312 -0.493
C 2.165 -0.455 -2.402 0.447
O 1.755 -0.361 -1.279 -0.058
C 3.277 0.453 -2.997 0.326
O 3.385 0.102 -4.258 -0.522
O 3.870 1.319 -2.435 -0.551
C 4.006 2.750 0.340 -1.532
C 3.526 1.719 1.374 0.968
C 4.465 1.661 2.569 -1.571
O 2.209 2.142 1.822 -0.522
H 4.047 3.782 0.704 0.396
H 3.282 2.847 -0.475 0.288
H 4.920 2.411 -0.144 0.453
H 3.451 0.771 0.845 0.131
H 3.997 1.131 3.404 0.385
H 4.710 2.636 2.994 0.373
H 5.358 1.108 2.280 0.397
H 2.380 2.992 2.244 0.269
C 0.812 -2.413 3.785 -1.455
C 1.386 -1.871 2.478 0.680
C 1.745 -2.962 1.461 -1.214
O 0.400 -1.013 1.892 0.108
H 0.070 -3.188 3.580 0.248
H 0.409 -1.592 4.373 0.310
H 1.584 -2.922 4.371 0.486
H 2.270 -1.271 2.698 0.179
H 2.188 -2.444 0.608 0.155
H 0.853 -3.532 1.200 0.288
H 2.511 -3.656 1.808 0.446
H -0.207 -1.538 1.350 -0.356
C -1.297 3.924 0.780 -0.892
C -0.614 4.219 -0.546 0.416
C 0.579 5.154 -0.395 -1.198
O -0.078 2.946 -0.973 -0.139
H -0.597 3.477 1.485 0.136
H -2.139 3.245 0.635 0.008
H -1.773 4.812 1.202 0.542
H -1.291 4.653 -1.285 0.324
H 1.062 5.389 -1.342 0.362
H 1.295 4.715 0.299 0.066
H 0.270 6.123 0.015 0.407
H 0.029 2.837 -1.922 0.104
C -4.547 0.147 1.246 -1.606
C -3.186 -0.567 1.551 1.193
C -3.503 -1.955 2.129 -1.173
C -3.908 -2.936 1.034 -0.705
C -2.823 -3.035 -0.018 -1.287
C -2.482 -1.677 -0.640 1.947
N -2.267 -0.670 0.422 1.291
O -1.914 0.595 -0.090 -0.446
C -1.156 -1.863 -1.380 -2.219
C -3.537 -1.252 -1.664 -1.874
C -2.535 0.234 2.684 -1.451
H -4.437 1.233 1.289 0.422
H -5.325 -0.224 1.906 0.338
H -4.894 -0.022 0.223 0.327
H -2.642 -2.391 2.643 0.092
H -4.312 -1.874 2.854 0.529
H -4.910 -2.736 0.649 0.356
H -3.994 -3.935 1.480 0.434
H -3.235 -3.620 -0.849 0.429
H -1.969 -3.637 0.294 0.396
H -0.768 -1.040 -1.988 0.354
H -0.293 -2.072 -0.739 0.156
H -1.186 -2.695 -2.090 0.517
H -3.370 -0.244 -2.045 0.269
H -3.459 -1.899 -2.542 0.505
H -4.553 -1.369 -1.290 0.410
H -1.726 -0.337 3.140 0.102
H -3.247 0.450 3.482 0.453
H -2.191 1.199 2.305 0.130
H -2.750 0.975 -0.417 0.288
```

Computed properties:
HOMO energy	-0.334	hartree
2S+1	1
E_LUMO	-0.2711	eV

A structure of composition C22H43LuN2P3Se at a distorted geometry. Source: the OMol25 dataset; level of theory: ωB97M-V/def2-TZVPD.

Structure (XYZ):
```
72
Properties=species:S:1:pos:R:3:mulliken_charge:R:1
Lu -0.433 -0.233 0.270 1.054
P -1.369 1.657 2.218 0.887
P -3.858 -0.942 -1.120 0.777
P -0.528 1.916 -1.479 0.817
H 8.624 -1.486 -0.504 0.313
C 8.707 -0.394 -0.544 -0.596
C 8.954 0.327 0.567 -0.441
H 9.080 -0.153 1.544 0.254
C -1.521 0.892 3.877 -1.421
C -2.872 2.696 2.343 -1.451
C -0.138 2.980 2.582 -1.210
C -3.010 -1.858 -2.436 -1.006
C -4.845 -2.107 -0.156 -1.233
C -4.829 0.419 -1.769 -1.140
C 1.184 2.610 -1.436 -1.184
C -1.521 3.453 -1.331 -1.261
C -0.684 1.619 -3.284 -1.044
H 8.630 0.083 -1.527 0.280
H 9.069 1.416 0.527 0.250
H -0.650 0.262 4.086 0.347
H -2.425 0.275 3.910 0.321
H -1.595 1.692 4.623 0.504
H -3.744 2.079 2.605 0.418
H -3.077 3.232 1.403 0.291
H -2.719 3.424 3.165 0.490
H 0.806 2.515 2.885 0.354
H -0.539 3.605 3.393 0.520
H 0.024 3.589 1.681 0.289
H -3.696 -2.403 -3.096 0.506
H -2.316 -2.587 -1.977 0.307
H -2.411 -1.151 -3.037 0.169
H -5.787 -2.382 -0.651 0.484
H -5.086 -1.613 0.795 0.356
H -4.277 -3.023 0.068 0.351
H -5.766 0.064 -2.215 0.459
H -4.223 0.953 -2.513 0.293
H -5.065 1.109 -0.944 0.439
H 1.180 3.559 -1.996 0.466
H 1.877 1.887 -1.892 0.321
H 1.477 2.775 -0.389 0.316
H -1.189 4.136 -2.132 0.545
H -1.367 3.918 -0.344 0.297
H -2.589 3.217 -1.464 0.325
H -0.643 2.596 -3.795 0.477
H -1.643 1.123 -3.502 0.228
H 0.140 0.968 -3.614 0.312
C 2.572 -1.249 -1.798 0.705
C 3.216 -0.837 -0.608 -0.061
C 4.589 -0.594 -0.605 -0.753
C 5.360 -0.859 -1.742 0.162
C 4.738 -1.321 -2.913 -0.739
C 3.356 -1.509 -2.952 -0.466
Se 0.704 -1.468 -1.896 0.155
H 1.006 0.634 1.142 -0.248
H 2.625 -0.700 0.301 0.301
H 5.064 -0.208 0.298 0.476
H 6.441 -0.714 -1.703 0.149
H 5.330 -1.532 -3.802 0.440
H 2.856 -1.851 -3.863 0.450
N -2.725 -0.216 -0.157 -0.446
C -1.874 -1.952 1.763 0.222
C -2.537 -2.616 2.796 -1.111
C -1.967 -3.812 3.245 -0.280
C -0.725 -4.203 2.730 -0.779
C -0.023 -3.371 1.848 -0.186
N -0.603 -2.229 1.413 -0.171
H -3.096 0.534 0.424 -0.196
H -2.370 -1.265 1.031 0.720
H -3.455 -2.191 3.212 0.425
H -2.501 -4.414 3.977 0.496
H -0.278 -5.145 3.007 0.459
H 0.964 -3.624 1.451 0.450
```

Computed properties:
HOMO energy (spin up / spin down)	-0.580 / -0.579	hartree
charge	+3
2S+1	1
E_LUMO (spin up / spin down)	-12.8373 / -13.0355	eV

| no. | total energy (eV) |
| --- | --- |
| 1 | -64600.785 |
| 2 | -54670.942 |
| 3 | -153297.892 |